ORCA calculation (the ωB97M-V functional and the def2-TZVPD basis) on 2 unconnected molecules or ions with the total composition C2H8N2O.

## Properties
E   -265.7269 Ha
Maximum force   0.0579 hartree/bohr
E_LUMO   0.034 Ha
Gap between HOMO and LUMO   9.52 eV
Highest occupied orbital energy   -8.611 eV

Structure (ORCA input):
```
! RIJCOSX wB97M-V def2-TZVPD def2/J DEFGRID3
* xyz 0 1
N 1.989 0.572 -0.720
C 1.337 0.489 0.557
O 1.584 -0.181 1.532
H 1.707 1.395 -1.235
H 2.968 0.185 -0.753
H 0.490 1.144 0.546
C -2.222 -0.180 -1.155
N -2.163 -0.711 0.178
H -2.924 -0.789 -1.825
H -1.186 -0.325 -1.610
H -2.530 0.877 -1.201
H -2.026 -1.736 0.354
H -2.643 -0.187 0.856
*
```